Entry 1:
11
Properties=species:S:1:pos:R:3:lowdin_charge:R:1 method="wB97M-V/def2-TZVPD" orbital_gap_ev=10.6 max_force_ev_per_a=3.62 homo_energy_ev=-11.251 e_tot_ev=-100632.29908 smiles="O=S(=O)(Br)C(F)(F)C(F)(F)F" relative_energy_ev=0.000 spin_multiplicity=1
Br -2.891 0.266 0.619 0.58
C 0.133 0.745 -0.207 -0.45
O -1.647 -1.077 -1.638 -0.34
F 1.299 -0.155 1.612 0.23
C 1.350 0.035 0.333 -0.60
F 0.256 1.327 -1.374 0.17
S -1.264 -0.839 -0.274 0.40
F -0.420 1.721 0.547 0.05
O -0.696 -1.701 0.712 -0.34
F 2.449 0.771 0.124 0.18
F 1.433 -1.093 -0.453 0.12

***

Entry 2:
8
Properties=species:S:1:pos:R:3:lowdin_charge:R:1 method="wB97M-V/def2-TZVPD" orbital_gap_ev=10.7 max_force_ev_per_a=3.06 homo_energy_ev=-10.605 e_tot_ev=-79562.34500 relative_energy_ev=0.284 spin_multiplicity=1
N -1.394 -1.707 1.665 0.08
N 0.891 1.782 1.041 0.25
N -1.182 -1.194 -1.854 0.13
Br 0.815 -3.185 0.382 0.78
C -0.523 -2.318 1.226 -0.86
C -0.842 -0.220 -1.309 -0.34
N 0.262 1.206 0.337 -0.15
N -0.435 0.731 -0.529 0.11

***

Entry 3:
10
Properties=species:S:1:pos:R:3:lowdin_charge:R:1 method="wB97M-V/def2-TZVPD" orbital_gap_ev=8.7 max_force_ev_per_a=7.83 homo_energy_ev=-10.291 e_tot_ev=-38279.00776 relative_energy_ev=2.801 spin_multiplicity=1
O -1.954 1.600 -0.187 0.08
O -0.094 2.273 0.795 0.10
C -0.736 0.052 0.683 -0.01
N -0.883 1.447 0.463 -0.35
N -1.030 -0.800 0.007 -0.17
O -1.658 -1.722 -0.353 0.17
O 0.486 -1.157 -0.956 -0.12
C 1.519 -0.783 -0.362 -1.28
Cl 2.022 0.734 -0.926 0.79
Cl 2.328 -1.646 0.838 0.78

***

Entry 4:
7
Properties=species:S:1:pos:R:3:mulliken_spin:R:1 method="wB97M-V/def2-TZVPD" s2=2.01 orbital_gap_ev="2.3 / 8.1" max_force_ev_per_a=3.58 homo_energy_ev="0.313 / -5.704" e_tot_ev=-52521.13243 relative_energy_ev=0.000 spin_multiplicity=3 total_charge=-1
S -3.395 -0.714 -1.628 -0.01
Cl 0.638 -1.365 1.116 0.68
Cl 1.972 0.796 2.266 0.20
O -1.676 1.326 -1.144 0.01
C 1.646 0.138 0.632 0.88
C -2.349 0.394 -1.260 0.02
Cl 3.163 -0.575 0.018 0.22